No. 1
DFT (ωB97M-V with the def2-TZVPD basis set) results for 15 unconnected molecules or ions with the total composition C8H26B2O29.

The geometry in XYZ format:
```
65
Properties=species:S:1:pos:R:3
O 3.142 4.095 -3.329
O -2.768 -4.798 -2.008
O 1.786 -5.982 -1.948
O 2.979 -3.991 -1.669
O 0.440 -1.974 -2.903
O 4.588 1.727 2.739
O -3.049 1.469 -3.176
O 5.801 -0.698 -0.021
O -5.897 1.861 1.111
O -0.795 -0.828 -0.511
O -2.267 -2.556 -0.478
O -2.271 0.914 0.158
O 3.509 0.681 -1.217
O 1.455 2.647 -1.872
O 0.624 5.809 -0.968
O -0.900 -0.783 3.210
O 2.537 -1.489 -1.175
O 0.017 1.096 0.843
O 0.868 -5.149 0.876
O 4.356 -2.552 -0.212
O -4.934 -1.382 -2.702
O -3.558 -2.159 2.784
O 3.393 4.288 2.468
O 2.049 2.267 0.910
O -0.369 1.419 -1.365
O -4.215 -0.225 0.412
O -2.341 1.856 3.017
O 1.538 0.213 3.409
O 2.157 -3.397 0.341
C 1.991 -4.898 -1.329
C 1.531 -4.509 0.077
C 3.542 -0.538 -1.101
C 0.796 1.921 -1.143
C -3.008 -0.196 0.093
C -1.961 -1.349 -0.335
C 4.721 -1.252 -0.344
C 1.080 1.753 0.331
B 2.992 -2.886 -0.711
B -0.873 0.629 -0.202
H -0.039 -0.406 3.391
H -6.565 1.175 1.099
H 3.812 2.284 2.799
H 3.070 5.043 -3.212
H -2.126 1.721 -3.159
H 2.280 -0.252 3.021
H -5.093 1.417 0.841
H -5.665 -1.995 -2.617
H -2.148 1.106 2.454
H 1.109 0.641 2.669
H 4.485 1.260 1.910
H -3.076 0.691 -3.733
H -2.836 -5.642 -1.562
H -2.614 -2.190 2.627
H 1.100 4.980 -1.020
H -1.407 -0.616 4.004
H -0.106 5.705 -1.579
H -3.728 -1.253 3.045
H -4.947 -0.879 -1.887
H 3.377 4.041 1.543
H 2.637 3.725 -2.605
H -3.170 1.632 3.440
H 0.098 -1.636 -2.076
H 4.106 4.923 2.535
H -2.527 -4.180 -1.318
H 1.290 -2.352 -2.674
```

Output
Net charge: -3
E_HOMO (alpha / beta): 3.3177 / -0.7227 eV
Strongest force on any atom: 7.358 eV Å⁻¹
Energy above the lowest of the compared OMol25 structures with the same formula, charge and spin: 34.4 kcal per mole
Spin multiplicity: 2
Kohn-Sham gap (alpha / beta): 2.54 / 6.58 eV

Löwdin atomic charge list, values in e, 4 entries: atom 1 (O): -0.0719, atom 2 (O): -0.0806, atom 3 (O): 0.0728, atom 4 (O): 0.1902

No. 2
DFT (ωB97M-V with the def2-TZVPD basis set) results for a molecular structure, C8H26N2O4.

The geometry in XYZ format:
```
40
Properties=species:S:1:pos:R:3
O 24.333 9.585 -27.195
O 20.871 10.864 -25.684
O 24.959 9.045 -29.747
O 26.250 9.296 -28.128
N 17.743 10.250 -23.901
N 27.780 10.182 -30.393
C 19.710 11.543 -23.112
C 21.799 10.275 -26.517
C 23.538 8.964 -29.890
C 19.822 10.101 -25.319
C 18.927 10.995 -24.315
C 25.828 8.732 -30.879
C 26.666 10.037 -31.354
C 27.191 9.785 -32.706
H 27.479 10.706 -33.212
H 21.469 10.175 -27.552
H 20.003 10.757 -22.415
H 25.263 8.338 -31.724
H 23.319 8.015 -30.380
H 20.685 11.944 -23.388
H 26.396 9.361 -33.318
H 23.198 9.752 -30.562
H 28.126 9.225 -32.724
H 19.135 12.275 -22.544
H 19.021 9.838 -26.010
H 22.995 9.018 -28.946
H 28.234 9.311 -30.155
H 20.167 9.234 -24.756
H 22.660 10.941 -26.567
H 25.486 9.296 -27.552
H 24.457 9.489 -26.250
H 22.264 9.345 -26.190
H 27.400 10.378 -29.478
H 17.376 10.701 -23.075
H 25.890 9.157 -29.004
H 18.659 11.829 -24.965
H 26.038 10.926 -31.311
H 17.093 10.245 -24.674
H 23.432 9.895 -27.288
H 26.547 7.977 -30.562
```

Output
E_HOMO: -8.3877 eV
Strongest force on any atom: 7.437 eV Å⁻¹
Energy above the lowest of the compared OMol25 structures with the same formula, charge and spin: 127.7 kcal per mole
Spin multiplicity: 1
Kohn-Sham gap: 8.81 eV

Löwdin atomic charge list, values in e, 4 entries: atom 1 (O): 0.0030, atom 2 (O): -0.1367, atom 3 (O): -0.2257, atom 4 (O): -0.1017

No. 3
DFT (ωB97M-V with the def2-TZVPD basis set) results for a molecular structure, C8H27B2MnO5.

The geometry in XYZ format:
```
43
Properties=species:S:1:pos:R:3
Mn -0.319 -0.017 0.304
O 0.546 1.905 0.953
O -0.768 0.704 -1.579
O -0.828 -2.056 -0.245
O -2.283 -3.766 1.747
O 1.649 -0.272 -0.792
C -0.330 -3.298 0.219
C 1.285 -0.468 -2.129
C 2.770 -1.094 -0.412
C 0.268 0.611 -2.515
C -0.003 4.129 -0.030
C -1.811 1.622 -2.123
C 1.046 3.101 0.326
C -0.891 -3.929 1.578
B 0.709 -0.393 2.857
B -2.428 -0.149 1.150
H -3.466 0.053 1.368
H 0.560 -0.542 1.799
H -1.790 0.668 1.450
H -1.359 2.605 -2.252
H 0.930 -1.354 3.296
H 0.777 1.567 -2.638
H 3.734 -0.692 -0.723
H 1.737 3.542 1.045
H -2.318 -0.223 0.079
H -0.538 -4.945 1.752
H -0.468 -3.350 2.398
H 2.720 -2.080 -0.873
H 0.425 4.792 -0.782
H -0.881 3.704 -0.517
H 0.839 -1.425 -2.400
H 2.127 -0.394 -2.817
H -2.229 1.308 -3.080
H 1.544 0.274 3.004
H 0.753 -3.422 0.239
H -0.329 4.766 0.792
H 1.536 2.920 -0.630
H -0.127 0.320 -3.488
H -0.172 0.040 3.304
H -0.611 -4.077 -0.490
H -2.653 1.645 -1.430
H -2.118 -1.069 1.621
H 2.765 -1.263 0.665
```

Output
Net charge: -4
E_HOMO (alpha / beta): 6.6985 / 6.1850 eV
Strongest force on any atom: 4.619 eV Å⁻¹
Spin multiplicity: 7
Kohn-Sham gap (alpha / beta): 2.65 / 3.16 eV

Löwdin atomic charge list, values in e, 4 entries: atom 1 (Mn): 0.6756, atom 2 (O): -0.3506, atom 3 (O): -0.2926, atom 4 (O): -0.3543

No. 4
DFT (ωB97M-V with the def2-TZVPD basis set) results for 6 unconnected molecules or ions with the total composition C8H27BrN9O5.

The geometry in XYZ format:
```
50
Properties=species:S:1:pos:R:3
Br -2.939 1.147 -0.575
O -5.307 3.196 -7.001
O -0.101 -4.090 -1.915
O -2.510 6.744 4.629
O 4.545 -2.686 -0.762
O 1.128 -1.341 4.580
N -1.107 5.177 3.844
N -5.653 2.027 -5.098
N -1.359 -5.901 -1.857
N -4.005 3.428 -5.173
N -0.416 0.310 4.192
N -2.227 -4.028 -1.709
N -0.253 -1.267 2.752
N -3.087 5.139 3.300
N 3.085 -0.286 -1.022
C 4.545 -1.802 0.378
C 0.235 -0.776 3.906
C 4.314 -0.370 -0.160
C -2.230 5.746 4.032
C 4.235 0.814 0.824
C -5.044 2.940 -5.839
C -1.140 -4.644 -1.836
C 5.074 -4.043 -0.497
H -0.326 0.863 5.033
H -0.384 5.706 4.310
H -2.250 -3.033 -1.878
H 3.325 0.824 1.424
H 3.784 -2.154 1.075
H -3.365 4.037 -5.663
H -0.546 -6.483 -2.000
H -0.962 4.364 3.261
H 4.770 -4.851 -1.162
H -2.273 -6.299 -2.020
H 4.134 1.718 0.224
H 6.157 -4.144 -0.422
H 5.499 -1.813 0.905
H -1.183 0.621 3.613
H -3.072 -4.563 -1.563
H 2.240 -0.326 -0.470
H 5.148 -0.166 -0.832
H -5.250 1.820 -4.195
H -4.023 5.517 3.290
H -0.067 -2.233 2.523
H -6.426 1.505 -5.486
H 2.998 0.643 -1.409
H 4.679 -4.272 0.493
H -3.665 2.719 -4.539
H 5.132 0.926 1.433
H -2.822 4.387 2.681
H -1.036 -0.747 2.383
```

Output
Net charge: -1
E_HOMO: -4.6816 eV
Strongest force on any atom: 7.962 eV Å⁻¹
Energy above the lowest of the compared OMol25 structures with the same formula, charge and spin: 110.9 kcal per mole
Spin multiplicity: 1
Kohn-Sham gap: 7.08 eV

Löwdin atomic charge list, values in e, 4 entries: atom 1 (Br): -0.9572, atom 2 (O): 0.0117, atom 3 (O): 0.0828, atom 4 (O): 0.0491

No. 5
DFT (ωB97M-V with the def2-TZVPD basis set) results for a molecular structure, C8H27ClINO10Si2.

The geometry in XYZ format:
```
50
Properties=species:S:1:pos:R:3
I -2.616 -0.737 -2.209
Cl -1.544 3.145 -1.622
Si 0.077 2.036 -0.939
Si 1.975 2.493 1.214
O -4.148 5.235 -1.598
O -0.835 6.015 0.704
O 2.255 -3.420 -2.288
O 0.166 3.050 3.602
O -3.665 -6.703 1.617
O 1.087 1.914 -2.212
O 1.320 1.573 2.475
O -2.938 -3.827 1.496
O 0.768 3.000 0.196
O 0.573 -1.411 -3.612
N 0.049 2.088 2.973
C 2.997 -2.196 1.013
C 3.021 -3.322 0.612
C 3.170 0.069 0.111
C -2.047 0.154 -0.335
C -0.515 0.372 -0.339
C -2.423 -0.831 0.774
C 3.356 1.570 0.389
C 2.911 -0.778 1.370
H -3.273 -7.157 2.368
H -3.504 -0.952 0.788
H -0.770 5.218 0.168
H 2.652 -3.054 -3.082
H -0.288 -1.732 -3.900
H -2.921 -6.501 1.041
H -2.163 -0.349 1.720
H -3.829 -3.976 1.164
H 3.605 -0.530 2.169
H 2.762 -4.282 0.228
H 4.212 1.661 1.063
H -1.559 6.514 0.313
H 2.397 -0.148 -0.624
H 2.505 3.716 1.834
H 0.960 -1.029 -4.408
H -3.023 -3.950 2.446
H -1.926 -1.784 0.661
H 3.642 2.109 -0.514
H -3.297 4.904 -1.293
H 1.404 -3.752 -2.586
H -2.593 1.072 -0.151
H -4.794 4.665 -1.171
H -0.083 -0.362 -1.022
H 4.096 -0.309 -0.325
H 1.056 1.043 -2.627
H 1.882 -0.637 1.695
H -0.140 0.112 0.651
```

Output
E_HOMO: -9.6804 eV
Strongest force on any atom: 1.355 eV Å⁻¹
Spin multiplicity: 1
Kohn-Sham gap: 9.34 eV

Löwdin atomic charge list, values in e, 4 entries: atom 1 (I): 0.8930, atom 2 (Cl): 0.4699, atom 3 (Si): -0.0460, atom 4 (Si): 0.4479

> strongest force on any atom of number 5 (C8H27ClINO10Si2)?

1.355 eV Å⁻¹

What did the third record say?
DFT (ωB97M-V with the def2-TZVPD basis set) results for a molecular structure, C8H27B2MnO5.

The geometry in XYZ format:
```
43
Properties=species:S:1:pos:R:3
Mn -0.319 -0.017 0.304
O 0.546 1.905 0.953
O -0.768 0.704 -1.579
O -0.828 -2.056 -0.245
O -2.283 -3.766 1.747
O 1.649 -0.272 -0.792
C -0.330 -3.298 0.219
C 1.285 -0.468 -2.129
C 2.770 -1.094 -0.412
C 0.268 0.611 -2.515
C -0.003 4.129 -0.030
C -1.811 1.622 -2.123
C 1.046 3.101 0.326
C -0.891 -3.929 1.578
B 0.709 -0.393 2.857
B -2.428 -0.149 1.150
H -3.466 0.053 1.368
H 0.560 -0.542 1.799
H -1.790 0.668 1.450
H -1.359 2.605 -2.252
H 0.930 -1.354 3.296
H 0.777 1.567 -2.638
H 3.734 -0.692 -0.723
H 1.737 3.542 1.045
H -2.318 -0.223 0.079
H -0.538 -4.945 1.752
H -0.468 -3.350 2.398
H 2.720 -2.080 -0.873
H 0.425 4.792 -0.782
H -0.881 3.704 -0.517
H 0.839 -1.425 -2.400
H 2.127 -0.394 -2.817
H -2.229 1.308 -3.080
H 1.544 0.274 3.004
H 0.753 -3.422 0.239
H -0.329 4.766 0.792
H 1.536 2.920 -0.630
H -0.127 0.320 -3.488
H -0.172 0.040 3.304
H -0.611 -4.077 -0.490
H -2.653 1.645 -1.430
H -2.118 -1.069 1.621
H 2.765 -1.263 0.665
```

Output
Net charge: -4
E_HOMO (alpha / beta): 6.6985 / 6.1850 eV
Strongest force on any atom: 4.619 eV Å⁻¹
Spin multiplicity: 7
Kohn-Sham gap (alpha / beta): 2.65 / 3.16 eV

Löwdin atomic charge list, values in e, 4 entries: atom 1 (Mn): 0.6756, atom 2 (O): -0.3506, atom 3 (O): -0.2926, atom 4 (O): -0.3543

> Which of these has the highest spin multiplicity?

C8H27B2MnO5